ORCA calculation (ωB97M-V/def2-TZVPD) on a structure of composition C71H64CoGe2N5S5.

HOMO (spin up / spin down) ... -6.81 / -6.81 eV
DFT total energy ... -286957.085 eV
Largest force on an atom ... 0.028 hartree/bohr
Spin multiplicity ... 1

Structure (XYZ):
```
148
Properties=species:S:1:pos:R:3:forces:R:3:lowdin_charge:R:1
H -1.4730 7.1565 0.2790 0.002 -0.007 0.028 0.1223
H 2.1075 -2.0740 9.0851 -0.034 0.012 -0.007 0.1077
H -1.7483 1.5403 7.6411 0.004 -0.021 -0.033 0.0668
H 3.2369 1.0928 5.9140 0.005 0.008 0.000 0.0608
H -5.9676 1.1609 -1.3371 -0.066 -0.004 0.015 0.1134
H -2.5794 6.2536 6.5249 0.035 0.015 0.074 0.0769
C 1.2431 -4.3897 2.4770 -0.014 0.041 -0.027 -0.2140
H 3.5210 -1.3506 5.2282 0.024 -0.007 -0.008 0.0832
H 2.4168 6.5027 8.2480 -0.009 -0.022 0.004 0.0721
C 1.3333 -5.4392 1.3945 -0.011 0.062 0.004 -0.0300
C 1.4556 6.0811 8.5418 -0.029 -0.028 0.010 -0.0501
H 1.8040 -4.0342 -4.3260 -0.013 0.006 0.004 0.1245
C -5.8752 2.6585 7.5431 0.015 0.006 0.000 -0.0502
C 2.4196 5.0682 1.4733 0.004 0.028 0.014 -0.0299
H -0.9642 5.5587 -1.8212 -0.020 -0.039 0.024 0.0921
H -4.0382 2.1790 -2.5140 -0.012 -0.002 0.018 0.1184
C 1.0391 -1.6157 5.8907 -0.132 0.106 -0.286 -0.2023
H -6.2907 2.0531 4.9241 0.011 0.023 -0.006 0.1146
N 0.9121 -1.2177 0.5583 0.184 -0.556 -0.360 -0.0890
C 1.6328 4.4406 -0.6860 0.050 -0.010 -0.071 -0.0021
C 1.1570 -2.4457 -1.4210 0.086 0.064 0.138 -0.1104
H 0.9426 -5.0765 0.4398 0.033 0.038 0.003 0.0788
H -6.1962 3.4401 8.2337 0.005 0.003 -0.009 0.0775
H -2.2190 2.4105 -3.8929 0.013 0.040 0.017 0.1150
H -0.0009 3.1238 -4.7296 0.006 0.016 0.015 0.1084
H 4.2970 2.3338 6.5826 -0.009 0.002 0.000 0.0860
C -1.1008 1.7466 8.4971 0.003 0.043 -0.020 -0.0250
S -1.3384 1.7113 0.7789 -0.124 0.024 -0.684 0.4181
H -5.9686 3.5862 2.0741 0.041 0.017 0.006 0.0874
H 3.1445 4.6636 6.9641 -0.013 -0.020 0.014 0.1200
N 3.8361 -4.6782 -2.5432 -0.049 0.070 0.099 -0.2226
H -5.1897 2.0044 8.0873 -0.002 0.007 -0.017 0.0782
C -0.0016 -3.2631 4.3179 0.053 -0.472 -0.024 -0.2789
C -3.2457 6.8580 1.4533 -0.012 0.012 0.003 -0.0562
C 1.6535 -2.1546 -0.0853 -0.316 0.421 0.032 -0.1749
H 2.0513 2.3709 -3.5671 0.007 -0.008 -0.021 0.1076
C -3.2131 4.9360 2.9260 -0.065 -0.178 -0.146 -0.2121
C -3.5647 4.7470 5.3644 -0.021 0.002 -0.007 -0.2125
C 1.0194 -2.4834 4.6646 0.306 0.160 0.024 -0.1731
C 1.1386 0.4980 7.0719 -0.123 -0.243 0.102 -0.2156
C -1.9702 4.5426 2.4045 0.136 0.179 -0.297 -0.2016
C 1.0791 2.0603 -3.2046 -0.135 -0.094 -0.068 -0.0944
C -1.3164 2.0957 -3.3819 0.057 -0.159 -0.109 -0.0462
C -4.8944 3.3317 3.9236 -0.006 -0.057 0.016 -0.2435
C 2.2913 -2.4903 3.8360 -0.008 0.172 0.024 -0.3179
H -0.1064 6.2436 3.4465 0.018 0.022 -0.024 0.0663
C -2.5069 5.8020 5.5374 0.066 -0.042 0.120 -0.0199
C 1.7480 -1.5611 8.2012 0.014 0.059 0.022 -0.0496
H -0.8122 0.7877 8.9315 -0.016 0.028 -0.028 0.0767
C -0.2393 0.8325 -1.6190 0.068 -0.743 -0.142 -0.2095
H 4.1873 3.1730 -0.4128 -0.003 0.004 0.009 0.0767
C -0.7726 4.5911 -1.3443 0.167 -0.069 0.047 -0.0320
H 1.9053 0.8880 -1.6056 -0.018 -0.025 -0.003 0.1127
S 0.9822 2.4999 3.4644 0.072 0.151 -0.168 0.3250
C -0.0726 2.4909 -3.8548 0.028 -0.267 -0.190 -0.1031
C 3.4676 -3.6650 -0.4989 -0.189 0.171 0.352 -0.3125
H -0.7933 -4.6771 2.8384 0.017 -0.010 0.057 0.1188
C 0.1073 -4.1433 3.1335 -0.006 0.045 0.183 0.0023
S 5.0188 -5.1262 -1.5395 0.159 -0.140 -0.071 0.9825
C 0.9096 5.8896 3.2829 0.034 0.025 -0.006 -0.0495
C -0.5206 -2.0014 -2.9424 -0.172 -0.144 -0.021 -0.0679
C -3.9103 1.3157 -1.8763 -0.090 -0.062 -0.158 0.0052
H 3.2354 5.2179 2.1748 -0.026 0.000 -0.007 0.1200
H -1.8198 -4.2158 4.9633 0.016 0.010 0.014 0.0778
C 0.0984 2.5506 8.0670 0.070 0.037 -0.007 -0.2038
H -4.4370 2.7315 1.9008 -0.013 -0.049 -0.011 0.0649
N 4.5784 -4.3329 -0.2034 -0.071 0.011 -0.025 -0.2215
C -4.7654 -0.3260 -0.3561 -0.019 -0.027 0.058 -0.0417
C 3.3451 2.1636 6.0756 -0.020 0.050 -0.028 -0.0423
H -1.2190 -2.9787 6.0813 0.022 0.021 -0.010 0.0797
C -5.2045 3.2446 6.3289 -0.011 -0.020 0.007 -0.2684
C 1.6103 -0.1873 8.1937 -0.055 0.005 0.061 -0.0335
C -2.6490 0.7780 -1.6880 0.319 -0.032 -0.156 -0.2843
H -0.4879 3.8782 -2.1193 -0.005 0.404 0.338 0.0364
H 1.5920 6.7227 3.4643 0.006 -0.008 -0.010 0.0852
Co -0.5721 -0.5632 -0.3660 -0.325 1.361 0.398 0.4530
C 2.4415 -1.5065 2.6120 0.061 0.013 -0.009 -0.1237
N -2.4551 -0.2794 -0.8831 0.073 -0.176 -0.125 -0.0331
H -0.3436 -2.8604 -4.8936 0.007 -0.003 0.004 0.1112
C 3.5466 -2.3017 4.6934 -0.025 -0.012 0.090 -0.0092
H 4.8177 4.5007 0.5627 -0.013 -0.002 -0.004 0.0720
C 0.8025 -0.2160 5.9058 0.408 -0.143 0.040 -0.1786
C 3.0479 -3.8766 -1.8484 -0.139 0.043 -0.167 -0.3106
H -2.5985 6.5902 4.7895 0.014 0.004 0.030 0.0796
C -5.5282 2.8157 5.0514 0.014 -0.030 -0.022 -0.0170
H -3.9819 4.5974 7.4543 0.028 -0.015 0.005 0.1176
C 0.2397 3.8673 8.4755 -0.053 0.108 -0.036 -0.0077
H -1.4565 -1.4924 -3.1352 0.045 0.025 -0.025 0.1220
H -4.8063 6.3574 2.8348 0.009 -0.030 -0.009 0.1258
H 1.8305 4.0824 -1.6928 -0.011 0.088 0.095 0.1042
N -0.0175 -1.8616 -1.7238 -0.053 0.423 0.265 0.0668
C 1.3276 4.6504 8.0874 -0.104 0.026 0.000 -0.2663
H 0.6725 6.7049 8.1069 -0.026 -0.009 -0.011 0.0765
H 1.8659 0.3910 9.0740 0.004 -0.004 -0.002 0.1284
H 3.3992 2.6442 5.0956 -0.004 -0.004 0.032 0.0554
Ge -1.1702 2.7495 2.6415 0.259 -0.464 0.891 0.1318
H 4.1935 -2.6666 1.9269 0.014 0.049 0.053 0.1407
C 1.1057 1.9818 7.2709 0.007 -0.101 -0.171 -0.1441
C 0.0630 5.1337 0.9943 -0.106 -0.116 0.111 -0.1558
C 2.6931 4.5930 0.2040 0.056 0.019 0.009 -0.2595
Ge 0.0516 0.7029 4.3253 -0.363 -0.293 0.445 0.1043
H -1.6977 4.2389 -0.8940 -0.089 -0.008 0.062 0.0677
C -5.3007 2.8657 2.5556 -0.011 -0.041 -0.080 -0.0297
H 1.6185 -3.3364 7.0090 0.008 0.012 -0.020 0.1244
S -0.3616 -0.7298 2.6902 0.030 -0.299 0.517 0.6613
C -4.9769 0.7471 -1.2133 -0.085 0.098 0.110 -0.0403
H -0.5136 4.2942 9.1293 -0.045 0.035 -0.026 0.1161
H -3.2600 -1.6554 0.4224 0.041 0.090 0.098 0.1255
C -3.8452 6.0733 2.4203 0.062 0.051 0.034 -0.0341
H 1.3688 6.1599 9.6273 -0.006 -0.011 -0.013 0.0788
C -3.4833 -0.8089 -0.2155 0.098 -0.146 -0.213 -0.0935
H -1.5070 5.3699 5.4365 0.010 -0.015 -0.010 0.0837
C 2.2867 4.0748 7.2769 0.060 -0.006 -0.046 -0.0123
H 4.4409 -2.3117 4.0670 -0.024 -0.014 0.016 0.0905
C 1.8303 -3.2553 -2.3301 0.118 -0.194 -0.086 -0.0759
H 2.3687 -5.7420 1.2251 -0.012 0.020 0.020 0.0779
H -3.7443 7.7460 1.0840 -0.001 -0.021 -0.006 0.1046
C 1.2873 -3.4156 -3.6032 0.037 0.006 0.005 0.0274
H 3.2329 -4.4387 3.2255 0.018 0.009 0.013 0.1559
H 0.7629 -6.3283 1.6658 -0.024 0.013 0.000 0.0814
H 4.3823 4.7694 -1.1278 -0.011 0.001 0.006 0.0782
C 2.5074 -3.6911 2.8845 -0.052 0.118 -0.217 -0.1178
H -1.9749 -2.5018 4.5611 0.011 -0.024 -0.010 0.0777
S -2.0017 1.5271 4.4311 -0.160 0.431 0.071 0.2653
C 0.9975 1.2202 -2.0971 0.194 0.122 0.107 -0.0653
C 4.0977 4.2438 -0.2141 -0.038 -0.008 -0.014 -0.0485
C 0.3259 4.7154 -0.3210 -0.056 0.063 0.066 -0.2029
C 0.1058 -2.7726 -3.9151 -0.041 -0.007 0.062 -0.0221
C -1.3397 5.3807 1.4571 0.042 -0.017 0.079 -0.2220
C -1.3200 -3.2478 5.0307 -0.021 0.049 -0.061 -0.0339
C -1.3930 1.2800 -2.2594 -0.295 0.018 -0.329 -0.2434
C -1.9809 6.5254 0.9993 0.002 -0.024 -0.040 -0.0279
H -6.7495 2.0687 7.2680 0.008 0.005 -0.010 0.0720
C 1.4715 -2.2635 7.0453 -0.081 -0.011 0.050 -0.0476
H -5.5698 -0.7721 0.2109 -0.019 0.006 -0.054 0.1102
C -3.8932 4.2821 4.0856 0.138 0.028 0.051 -0.1790
C 1.2692 -0.7948 1.9057 -0.126 0.365 -0.519 -0.5621
H 1.1172 5.1239 4.0354 -0.004 0.048 -0.035 0.0359
H 3.6456 -3.1016 5.4302 -0.033 0.005 -0.007 0.0948
C 1.1176 5.3506 1.8860 -0.016 -0.017 0.078 -0.2488
H -5.8326 1.9193 2.6339 -0.015 -0.078 -0.080 0.0738
H 1.5529 0.2587 1.8087 0.083 -0.002 0.125 0.0644
H 3.1496 -0.7159 2.8641 0.026 0.054 -0.059 0.1421
C -4.2293 4.2265 6.4645 0.049 0.006 0.022 -0.0100
C 3.1086 -2.6761 1.8318 -0.096 -0.172 0.059 -0.1224
C 2.2075 2.7406 6.8817 0.042 0.016 -0.123 -0.2192
C 2.7416 -2.8099 0.4057 0.298 -0.397 -0.169 -0.0779
H -1.6850 2.2946 9.2357 -0.008 0.023 -0.004 0.0754
```
Positions in Å, forces in eV/Å.